Arrangement a

The following is a quantum chemistry calculation of 2 unconnected molecules or ions with the total composition C5H17N2O, from OMol25.

Values from the calculation:
Charge: +1
Kohn-Sham gap (eV): 10.39
HOMO (eV): -13.2

Each line ends with the Löwdin charge.
Geometry (Å):
C1 1.761 0.408 0.107  -0.175
N1 0.627 0.693 1.162  -0.052
C2 -0.264 1.772 0.628  -0.322
C3 -1.269 2.580 1.513  -0.114
C4 1.358 -0.558 -1.061  -0.120
N2 0.349 -1.597 -0.482  -0.038
C5 0.189 -2.731 -1.406  -0.047
H1 2.280 1.337 -0.298  0.132
H2 2.564 -0.144 0.671  0.120
H3 1.042 0.894 2.021  0.075
H4 0.343 2.586 0.074  0.127
H5 -0.789 1.300 -0.241  0.073
H6 -1.933 2.015 2.244  0.070
H7 -2.107 3.147 0.892  0.117
H8 -0.697 3.229 2.278  0.094
H9 2.278 -1.175 -1.431  0.151
H10 0.940 0.094 -1.965  0.171
H11 -0.581 -1.161 -0.219  0.094
H12 0.817 -1.920 0.430  0.202
H13 1.055 -2.727 -2.010  0.062
H14 -0.783 -2.711 -2.117  0.156
H15 -0.128 -3.694 -0.923  0.115
H16 -2.058 0.045 0.580  0.120
H17 -2.826 0.179 -0.667  0.123
O1 -2.111 -0.475 -0.346  -0.132

=====

Arrangement b

The following is a quantum chemistry calculation of 2 unconnected molecules or ions with the total composition C5H17N2O, from OMol25.

Values from the calculation:
Charge: +1
Kohn-Sham gap (eV): 11.20
HOMO (eV): -13.8

Each line ends with the Löwdin charge.
Geometry (Å):
N1 1.684 -0.686 -2.163  0.007
C1 0.759 -1.691 -1.717  -0.249
C2 -0.476 -1.019 -1.110  -0.103
N2 -0.051 0.198 -0.309  0.042
C3 0.910 1.077 1.795  -0.047
C4 0.352 -0.168 1.134  -0.336
C5 -0.919 -0.604 1.880  -0.033
H1 1.350 -0.136 -2.950  0.099
H2 0.796 0.567 -0.763  0.139
H3 2.569 -1.060 -2.479  0.096
H4 1.217 -2.363 -0.997  0.120
H5 0.319 -2.348 -2.479  0.124
H6 -1.022 -1.625 -0.391  0.117
H7 -1.219 -0.678 -1.828  0.135
H8 -0.806 0.885 -0.239  0.104
H9 1.422 0.821 2.716  0.098
H10 0.110 1.815 1.921  0.089
H11 1.626 1.657 1.196  0.092
H12 1.134 -0.902 0.945  0.146
H13 -1.786 -0.116 1.442  0.089
H14 -1.066 -1.685 1.956  0.090
H15 -0.813 -0.346 2.933  0.092
H16 -2.536 2.427 0.293  0.063
H17 -1.673 3.460 -0.372  0.070
O1 -1.881 2.517 -0.413  -0.043

=====

Preferred: arrangement b; penalty for the next structure: 0.1013 hartree.

=====

Arrangement a

The following is a quantum chemistry calculation of 2 unconnected molecules or ions with the total composition C5H17N2O, from OMol25.

Values from the calculation:
Charge: +1
Kohn-Sham gap (eV): 10.44
HOMO (eV): -13.6

Each line ends with the Löwdin charge.
Geometry (Å):
N1 -1.206 1.802 1.043  0.237
C1 -0.134 0.852 0.435  -0.235
C2 0.786 0.257 1.594  -0.349
C3 0.200 -0.971 2.299  -0.056
C4 2.172 0.016 0.901  -0.039
C5 -0.894 -0.245 -0.349  -0.192
N2 -1.860 0.456 -1.244  0.002
H1 -1.963 1.218 1.389  0.164
H2 -1.434 2.503 0.347  0.160
H3 -0.771 2.190 1.875  0.155
H4 0.695 1.341 -0.088  0.132
H5 0.973 1.049 2.317  0.121
H6 0.371 -0.764 3.359  0.091
H7 0.685 -1.862 1.991  0.066
H8 -0.839 -1.300 2.068  0.080
H9 2.248 0.448 -0.088  0.071
H10 2.222 -1.087 0.814  0.090
H11 3.035 0.312 1.480  0.084
H12 -1.563 -0.871 0.264  0.117
H13 -0.148 -0.716 -1.029  0.144
H14 -1.393 0.653 -2.113  0.077
H15 -2.701 -0.097 -1.326  0.078
H16 0.132 -1.144 -5.631  0.033
H17 0.896 -2.376 -5.406  0.037
O1 0.490 -1.662 -4.902  -0.070

=====

Arrangement b

The following is a quantum chemistry calculation of 2 unconnected molecules or ions with the total composition C5H17N2O, from OMol25.

Values from the calculation:
Charge: +1
Kohn-Sham gap (eV): 9.85
HOMO (eV): -12.8

Each line ends with the Löwdin charge.
Geometry (Å):
N1 -1.372 0.148 0.224  0.156
C1 -0.782 -1.101 -0.626  -0.290
C2 -1.676 -1.377 -1.886  -0.060
C3 0.665 -0.659 -0.790  -0.174
N2 1.168 -0.004 0.448  -0.123
C4 2.174 0.982 0.267  -0.330
C5 3.572 0.477 0.104  -0.103
H1 -1.222 1.127 -0.242  0.206
H2 -2.403 0.101 0.318  0.144
H3 -0.858 0.184 1.111  0.129
H4 -0.964 -1.923 0.160  0.166
H5 -1.075 -1.892 -2.756  0.125
H6 -2.142 -0.426 -2.280  0.091
H7 -2.534 -2.109 -1.781  0.093
H8 1.375 -1.528 -1.024  0.153
H9 0.487 0.072 -1.694  0.164
H10 1.352 -0.457 1.335  0.136
H11 1.986 1.555 -0.730  0.135
H12 2.116 1.806 1.030  0.126
H13 4.075 0.969 -0.722  0.073
H14 3.651 -0.599 0.107  0.072
H15 4.265 0.839 0.896  0.085
H16 -3.406 1.706 3.205  0.024
H17 -4.696 0.921 2.849  0.115
O1 -3.757 1.190 2.476  -0.115

=====

Arrangement c

The following is a quantum chemistry calculation of 2 unconnected molecules or ions with the total composition C5H17N2O, from OMol25.

Values from the calculation:
Charge: +1
Kohn-Sham gap (eV): 10.03
HOMO (eV): -13.4

Each line ends with the Löwdin charge.
Geometry (Å):
N1 1.604 -1.328 1.330  0.181
C1 0.488 -0.737 0.473  -0.275
C2 -0.892 -1.236 1.184  -0.400
C3 -1.014 -0.236 2.321  -0.100
C4 -1.983 -1.232 0.150  -0.082
C5 0.688 0.870 0.228  -0.219
N2 1.857 0.866 -0.684  -0.037
H1 1.785 -0.747 2.193  0.181
H2 2.357 -1.367 0.584  0.179
H3 1.394 -2.367 1.631  0.206
H4 0.274 -0.817 -0.698  0.169
H5 -0.566 -2.330 1.565  0.158
H6 -1.574 -0.584 3.190  0.078
H7 -1.739 0.730 1.986  0.164
H8 -0.167 0.210 2.758  0.034
H9 -1.683 -0.992 -0.893  0.082
H10 -2.844 -0.626 0.559  0.098
H11 -2.350 -2.351 0.090  0.123
H12 1.001 1.383 1.164  0.116
H13 -0.233 1.201 -0.244  0.119
H14 1.516 1.212 -1.646  0.121
H15 2.618 1.461 -0.249  0.102
H16 -0.614 2.117 -5.084  0.050
H17 -1.148 3.277 -4.337  0.045
O1 -0.746 2.405 -4.154  -0.094

=====

Preferred: arrangement a; penalty for the next structure: 0.0209 hartree.

=====

Arrangement a

The following is a quantum chemistry calculation of 5 unconnected molecules or ions with the total composition C2H15NO4, from OMol25.

Values from the calculation:
Charge: 0
Structure (SMILES): CNC.O.O.O.O
Kohn-Sham gap (eV): 8.68
HOMO (eV): -8.3

Each line ends with the Löwdin charge.
Geometry (Å):
C1 0.173 3.031 1.616  -0.120
N1 0.205 2.378 0.295  -0.173
C2 1.496 2.518 -0.320  -0.210
H1 -0.533 3.848 1.509  0.068
H2 1.193 3.225 1.938  0.071
H3 -0.219 2.366 2.392  0.059
H4 -0.033 1.416 0.154  0.077
H5 2.327 1.959 0.157  0.074
H6 1.630 2.272 -1.383  0.065
H7 1.916 3.538 -0.367  0.075
H8 -0.404 -0.767 2.056  -0.037
H9 -1.594 -0.257 3.142  0.007
O1 -0.717 -0.289 2.829  -0.061
H10 -0.199 -2.827 1.424  0.086
H11 0.466 -2.272 0.214  0.032
O2 -0.072 -1.971 0.958  -0.058
H12 -2.074 -1.383 -3.676  0.049
H13 -1.214 -0.354 -2.974  0.049
O3 -1.235 -1.272 -3.236  -0.029
H14 1.262 -3.129 -2.026  0.038
H15 -0.222 -2.694 -2.287  -0.017
O4 0.345 -3.310 -1.839  -0.044

=====

Arrangement b

The following is a quantum chemistry calculation of a molecular structure, C2H15NO4, from OMol25.

Values from the calculation:
Charge: 0
Kohn-Sham gap (eV): 10.95
HOMO (eV): -10.3

Each line ends with the Löwdin charge.
Geometry (Å):
H1 0.775 0.343 0.145  0.048
O1 1.116 1.206 0.948  -0.228
N1 0.753 -0.569 -0.751  -0.144
H2 1.630 0.997 1.723  0.036
H3 1.535 -0.260 -1.313  0.126
C1 -0.497 -0.606 -1.512  -0.066
H4 -0.868 0.360 -1.838  0.089
H5 -0.525 -1.340 -2.317  0.091
H6 -1.246 -0.913 -0.768  0.071
C2 1.124 -1.888 -0.204  -0.052
H7 1.479 -1.823 0.824  0.087
H8 0.235 -2.518 -0.181  0.089
H9 1.878 -2.390 -0.807  0.088
O2 -1.240 1.314 1.861  -0.120
H10 -0.307 1.350 1.430  -0.007
H11 -1.211 1.040 2.785  0.045
O3 1.490 2.347 -1.532  -0.081
H12 0.756 2.947 -1.661  0.028
H13 1.442 2.096 -0.579  -0.004
O4 -2.670 -0.940 1.284  -0.108
H14 -3.551 -0.627 1.093  0.021
H15 -2.099 -0.124 1.371  -0.010

=====

Preferred: arrangement b; penalty for the next structure: 0.0286 hartree.

=====

Arrangement a

The following is a quantum chemistry calculation of a gas-phase ion, C6H16N2 (charge -1), from OMol25.

Values from the calculation:
Charge: -1
2S+1: 2
Kohn-Sham gap (spin up / spin down) (eV): 2.43 / 9.18
HOMO (spin up / spin down) (eV): 1.5 / -5.4

Each line ends with the Löwdin charge.
Geometry (Å):
C1 0.421 -0.894 -0.174  -0.302
N1 -0.383 0.261 -0.627  -0.079
C2 -1.732 -0.205 -1.013  -0.315
C3 -2.407 0.814 -1.891  -0.356
N2 -3.087 1.867 -1.108  -0.057
C4 1.899 -0.484 -0.054  -0.260
C5 2.084 -0.890 2.474  -0.254
C6 2.151 0.172 1.297  -0.389
H1 0.069 -1.333 0.759  0.084
H2 0.369 -1.695 -0.940  0.102
H3 -0.370 0.884 0.179  0.039
H4 -2.257 -0.475 -0.079  0.094
H5 -1.609 -1.100 -1.650  0.102
H6 -1.782 1.106 -2.740  0.096
H7 -3.311 0.300 -2.286  0.093
H8 -3.403 2.603 -1.737  0.033
H9 -2.424 2.359 -0.502  0.011
H10 2.514 -1.382 -0.046  0.083
H11 2.253 0.071 -0.931  0.096
H12 2.476 -0.501 3.408  0.020
H13 1.096 -1.278 2.646  0.011
H14 2.670 -1.742 2.063  0.056
H15 3.201 0.508 1.328  0.064
H16 1.562 1.034 1.626  0.029

=====

Arrangement b

The following is a quantum chemistry calculation of a gas-phase ion, C6H16N2 (charge -1), from OMol25.

Values from the calculation:
Charge: -1
2S+1: 2
Kohn-Sham gap (spin up / spin down) (eV): 2.67 / 8.51
HOMO (spin up / spin down) (eV): 1.2 / -4.7

Each line ends with the Löwdin charge.
Geometry (Å):
N1 2.031 -1.146 1.363  -0.069
C1 1.140 -0.142 0.717  -0.578
C2 1.604 1.192 1.232  -0.234
C3 -0.318 -0.381 1.001  -0.215
N2 -1.158 -0.007 -0.146  -0.223
C4 -0.472 -0.339 -1.454  -0.417
C5 -1.476 -0.913 -2.450  -0.158
C6 -1.626 1.422 -0.140  -0.115
H1 2.810 -1.195 0.622  -0.005
H2 2.323 -1.016 2.438  0.099
H3 1.377 -0.022 -0.535  0.090
H4 1.442 1.548 2.257  0.062
H5 2.698 1.251 1.186  0.029
H6 1.181 1.941 0.548  0.024
H7 -0.700 0.191 1.891  0.123
H8 -0.461 -1.396 1.252  0.079
H9 0.403 -1.046 -1.319  0.060
H10 0.086 0.552 -1.881  0.054
H11 -1.879 -1.882 -2.068  0.061
H12 -0.972 -0.980 -3.471  0.054
H13 -2.377 -0.164 -2.531  0.077
H14 -2.381 1.425 0.632  0.051
H15 -0.628 2.044 0.081  0.089
H16 -2.141 1.787 -1.056  0.062

=====

Arrangement c

The following is a quantum chemistry calculation of a gas-phase ion, C6H16N2 (charge -1), from OMol25.

Values from the calculation:
Charge: -1
2S+1: 2
Kohn-Sham gap (spin up / spin down) (eV): 2.28 / 8.60
HOMO (spin up / spin down) (eV): 1.4 / -5.1

Each line ends with the Löwdin charge.
Geometry (Å):
N1 -1.977 0.407 1.593  -0.063
C1 -1.670 -0.744 0.665  -0.519
C2 -2.822 -1.217 -0.278  -0.292
C3 -0.363 -0.340 -0.209  -0.276
N2 0.707 -0.060 0.722  -0.076
C4 1.893 1.894 -0.473  -0.133
C5 1.988 0.514 0.124  -0.450
C6 2.552 -0.445 -0.933  -0.113
H1 -2.874 0.931 1.442  -0.001
H2 -2.008 0.052 2.586  -0.023
H3 -1.339 -1.574 1.203  0.055
H4 -2.856 -0.745 -1.196  -0.001
H5 -2.723 -2.289 -0.573  0.029
H6 -3.882 -1.198 0.210  0.036
H7 -0.522 0.518 -1.048  0.126
H8 -0.174 -1.332 -0.859  0.118
H9 0.325 0.452 1.563  0.095
H10 1.274 1.907 -1.500  0.101
H11 2.681 2.566 -0.543  0.020
H12 1.137 2.490 0.170  0.086
H13 2.661 0.560 0.940  0.104
H14 3.599 -0.463 -1.063  0.043
H15 2.083 -0.443 -1.944  0.078
H16 2.309 -1.441 -0.598  0.054

=====

Preferred: arrangement a; penalty for the next structure: 0.0324 hartree.